Record 1
13 unconnected molecules or ions with the total composition C46H96N4O35, computed with wB97M-V/def2-TZVPD.

Results
E_HOMO (spin up / spin down) in eV: 0.14 / -7.13
Multiplicity: 2
Charge: -1
Orbital gap (spin up / spin down) in eV: 1.65 / 8.92
Energy in Eh: -4662.6882
LUMO energy (spin up / spin down) in eV: 1.79 / 1.79

```
181
Properties=species:S:1:pos:R:3:forces:R:3:lowdin_charge:R:1
C 9.875 -14.022 4.152 -0.6 1.9 0.4 -0.0355
C 10.224 -12.700 4.978 1.1 -1.8 -0.9 -0.2286
O 9.194 -12.487 5.860 -2.9 1.3 2.2 -0.0064
C 8.226 -11.548 5.611 -0.5 -1.5 0.6 -0.5353
O 8.138 -10.920 4.606 0.1 0.7 -0.5 0.1499
O 7.315 -11.552 6.629 2.1 -1.3 -0.2 -0.0096
C 6.227 -10.678 6.557 -0.3 1.6 0.1 -0.0627
H 10.599 -14.263 3.374 -0.1 0.0 0.1 0.0673
H 8.886 -13.822 3.740 0.1 0.1 -0.7 0.0667
H 9.636 -14.862 4.806 0.8 0.0 0.3 0.0695
H 10.456 -11.774 4.451 -0.1 -0.4 -0.7 0.1222
H 11.066 -12.918 5.636 0.3 0.0 -0.2 0.1139
H 5.536 -10.929 5.752 0.1 0.0 0.1 0.1046
H 6.590 -9.653 6.477 0.0 0.1 -0.7 0.0985
H 5.737 -10.612 7.528 -0.1 -0.9 0.0 0.0841
C -6.408 -15.871 10.774 0.8 -0.7 -0.7 -0.0608
C -6.105 -14.856 11.856 -3.0 -0.7 1.4 -0.2487
O -5.047 -14.027 11.661 2.5 -1.0 -2.5 0.0501
C -4.588 -13.179 12.526 -1.7 2.0 2.7 -0.6055
O -5.016 -12.996 13.663 1.0 -0.6 -1.4 0.1148
O -3.736 -12.444 11.854 0.9 0.9 -0.8 -0.0207
C -2.955 -11.319 12.300 1.1 -1.6 0.6 0.0093
H -7.152 -16.624 11.034 -0.9 0.9 0.4 0.0761
H -5.664 -16.642 10.572 1.1 0.7 -0.1 0.0721
H -6.647 -15.379 9.830 -0.1 -0.2 0.0 0.0803
H -6.086 -15.345 12.830 0.3 0.1 0.1 0.1304
H -6.925 -14.138 11.872 -0.8 -0.4 0.3 0.1346
H -2.916 -11.238 13.386 -0.8 0.6 -0.1 0.0992
H -3.111 -10.427 11.692 -0.7 -0.2 0.5 0.0747
H -1.947 -11.663 12.068 0.3 0.3 -0.3 0.0887
C 3.009 -14.677 10.168 0.2 1.0 1.0 -0.0436
C 2.716 -13.146 10.348 0.2 -1.7 -0.8 -0.1896
O 3.936 -12.451 10.108 0.7 0.5 1.0 -0.0026
C 4.768 -12.249 11.156 -2.3 -2.1 2.4 -0.5807
O 4.702 -12.776 12.292 0.0 1.1 -3.0 0.0731
O 5.590 -11.334 10.796 0.5 -0.7 -2.1 0.0118
C 6.671 -11.064 11.607 1.0 2.4 1.3 -0.0370
H 2.973 -14.926 9.107 -0.2 -0.3 0.2 0.0730
H 2.415 -15.303 10.833 -0.6 0.0 -0.5 0.0702
H 4.008 -14.865 10.562 0.2 0.1 -0.3 0.0660
H 2.286 -12.869 11.311 0.1 -0.1 -0.1 0.1170
H 2.097 -12.827 9.510 -0.3 0.2 0.5 0.1087
H 7.473 -10.667 10.984 0.0 -0.2 -0.1 0.1009
H 7.065 -11.811 12.296 -0.6 -0.3 -0.3 0.1128
H 6.250 -10.215 12.144 1.0 0.1 0.9 0.0915
C 4.704 -2.500 10.077 -0.8 -0.7 -0.7 -0.0564
C 4.816 -3.783 10.853 0.9 -0.3 0.8 -0.2211
O 3.697 -4.097 11.689 0.2 0.7 1.4 0.0292
C 3.788 -5.088 12.604 0.3 -3.8 -2.4 -0.5221
O 4.683 -5.959 12.693 -1.4 2.9 0.3 0.0665
O 2.552 -5.250 13.058 -1.0 0.0 1.2 -0.0010
C 2.011 -6.525 13.570 0.9 0.3 -0.3 0.0144
H 4.408 -1.591 10.601 -0.1 -0.3 0.2 0.0865
H 4.016 -2.785 9.281 -0.2 1.0 -0.3 0.0741
H 5.696 -2.351 9.652 -0.1 0.1 -0.2 0.0806
H 5.729 -3.641 11.432 0.0 -0.9 0.4 0.1228
H 4.857 -4.621 10.157 0.7 0.1 0.0 0.1181
H 1.591 -6.434 14.572 0.4 0.6 0.0 0.0875
H 2.800 -7.277 13.590 -0.1 0.1 -0.1 0.0650
H 1.183 -6.832 12.932 0.3 0.2 -0.3 0.0803
C -1.957 -17.392 5.975 -0.3 0.2 0.1 -0.0643
C -1.409 -15.953 5.852 0.8 -1.8 -0.1 -0.2433
O -2.310 -15.135 6.508 -1.2 3.0 2.5 -0.0047
C -1.941 -14.172 7.459 1.0 0.2 0.4 -0.4060
O -0.785 -13.863 7.812 -3.6 -1.1 -1.2 0.0841
O -3.117 -13.632 7.963 1.2 -3.6 -3.9 -0.0181
C -3.051 -12.706 8.951 1.0 1.3 1.3 -0.0826
H -2.950 -17.465 5.533 -0.1 0.3 -0.1 0.0718
H -2.095 -17.662 7.022 0.2 0.0 0.1 0.0746
H -1.366 -18.160 5.476 0.3 0.2 0.1 0.0712
H -1.391 -15.704 4.791 0.3 0.4 0.1 0.1229
H -0.431 -15.869 6.326 0.2 0.0 -0.3 0.1194
H -2.399 -13.147 9.704 -0.2 0.7 0.6 0.1042
H -4.061 -12.504 9.308 0.2 -0.2 0.0 0.1036
H -2.626 -11.797 8.524 0.2 0.3 0.4 0.0900
C 1.671 -5.676 6.453 0.0 -0.8 1.8 -0.0828
C 3.105 -5.469 6.963 -0.6 -1.9 -0.5 -0.2134
O 3.450 -4.204 6.523 -1.0 1.7 -0.5 0.0274
C 4.647 -3.813 6.686 4.9 0.1 1.2 -0.5671
O 5.576 -4.482 7.223 -2.6 2.3 -1.5 0.0527
O 4.767 -2.546 6.144 0.0 -0.4 1.4 -0.0199
C 6.021 -1.836 6.243 0.9 -0.8 -1.1 -0.0559
H 1.283 -4.843 5.867 0.3 -0.4 -0.4 0.0486
H 1.043 -5.700 7.343 -0.2 0.3 0.1 0.0512
H 1.527 -6.686 6.070 0.1 0.3 -0.7 0.0596
H 3.834 -6.170 6.556 -0.1 -0.2 -0.3 0.1238
H 3.229 -5.592 8.039 -0.3 0.4 0.1 0.1113
H 5.969 -0.747 6.263 -1.2 -0.1 0.2 0.0847
H 6.504 -2.062 5.293 0.4 0.0 0.1 0.0880
H 6.718 -2.110 7.034 -0.6 -0.6 0.2 0.0837
C 12.368 -9.098 10.800 -1.1 0.2 -0.7 -0.0678
C 11.870 -8.133 11.882 1.9 -0.7 -0.2 -0.2499
O 10.540 -8.270 12.268 0.1 0.1 -0.9 0.0235
C 9.593 -7.561 11.598 1.4 0.9 -0.3 -0.6165
O 9.722 -6.783 10.672 0.2 -1.0 0.9 0.1238
O 8.548 -7.855 12.275 -2.8 0.1 1.0 0.0013
C 7.342 -7.022 12.221 1.4 -0.2 0.2 0.0185
H 11.827 -8.932 9.868 0.1 0.5 -0.2 0.0707
H 12.132 -10.152 10.947 0.4 0.0 0.8 0.0734
H 13.427 -8.920 10.616 0.0 -0.2 0.1 0.0751
H 12.129 -7.114 11.598 -0.3 0.1 0.0 0.1231
H 12.440 -8.386 12.777 0.0 0.2 0.2 0.1177
H 6.700 -7.528 11.499 -0.4 0.6 0.4 0.0793
H 7.635 -5.999 11.983 -0.2 -0.2 -0.7 0.1006
H 7.042 -6.956 13.266 -0.7 -0.6 -0.4 0.0657
C 4.240 -8.120 9.670 0.5 -0.1 0.9 -0.0269
C 3.158 -9.116 10.142 0.9 0.7 -0.3 -0.1938
O 1.899 -8.606 9.803 -2.5 0.7 -1.3 0.0042
C 0.750 -9.341 9.803 2.4 -2.9 0.3 -0.5421
O 0.741 -10.575 10.033 -0.7 3.3 -0.4 0.0686
O -0.211 -8.529 9.436 -2.0 0.1 0.3 0.0187
C -1.621 -8.931 9.610 0.0 -0.7 -0.6 0.0124
H 4.669 -8.305 8.685 -0.7 0.1 -0.3 0.0745
H 5.117 -8.260 10.301 0.0 -0.2 0.3 0.0472
H 3.998 -7.069 9.823 -0.3 -0.1 -0.2 0.0657
H 3.062 -9.128 11.228 1.0 -0.8 0.1 0.1312
H 3.414 -10.025 9.598 -0.6 -0.5 0.7 0.1138
H -2.320 -8.108 9.460 1.0 0.6 0.4 0.0635
H -1.806 -9.440 10.556 0.5 0.3 0.1 0.0602
H -1.968 -9.608 8.830 0.7 -0.3 -0.2 0.0800
C -1.812 -7.498 13.104 -0.2 -0.5 -0.8 -0.0386
C -1.416 -7.820 14.543 0.7 3.1 -0.6 -0.2565
O -1.316 -9.142 14.801 0.7 -4.6 0.2 0.0121
C -0.184 -9.912 14.574 -0.2 2.9 -0.1 -0.5196
O 0.860 -9.480 14.116 -1.2 -0.9 0.3 0.1233
O -0.474 -11.100 15.039 -0.4 -0.1 0.2 0.0146
C 0.242 -12.240 14.613 0.6 -0.3 -0.7 -0.0209
H -0.989 -7.696 12.417 0.2 -0.3 0.0 0.0579
H -2.143 -6.505 12.799 0.1 0.3 0.9 0.0864
H -2.652 -8.121 12.797 0.0 -0.3 0.1 0.0672
H -2.141 -7.452 15.268 0.0 0.2 -0.1 0.1326
H -0.437 -7.394 14.763 0.0 0.5 0.1 0.0995
H -0.368 -12.736 13.859 -0.1 -0.4 0.3 0.0909
H 0.452 -12.851 15.491 -0.2 0.0 -0.2 0.1026
H 1.175 -12.013 14.097 0.1 0.4 0.3 0.0893
C -3.214 -8.533 2.838 -0.3 -0.7 -0.9 -0.0895
C -1.963 -8.249 3.626 -1.0 1.8 0.7 -0.2563
O -1.932 -9.204 4.703 0.9 -0.1 -0.1 0.0305
C -0.765 -9.303 5.376 0.6 2.4 -3.3 -0.5805
O 0.201 -8.582 5.083 -1.4 -2.0 1.5 0.0671
O -0.895 -10.310 6.187 -0.9 -0.5 0.5 -0.0004
C 0.274 -10.984 6.585 0.4 0.7 0.9 -0.0250
H -4.080 -8.866 3.411 0.3 0.1 0.5 0.0763
H -3.008 -9.340 2.134 -0.1 -0.2 -0.1 0.0657
H -3.580 -7.701 2.236 0.4 0.3 0.1 0.0650
H -2.025 -7.255 4.068 -0.3 0.0 0.3 0.0740
H -1.074 -8.089 3.016 0.3 -1.2 0.1 0.1158
H 0.588 -11.668 5.796 0.1 0.0 0.2 0.1076
H -0.003 -11.482 7.514 0.4 -0.2 -0.2 0.0731
H 0.980 -10.176 6.775 0.7 -0.5 0.0 0.0950
C 7.744 -6.287 15.987 -0.2 1.6 0.8 -0.0805
C 7.389 -7.503 16.776 0.3 -0.1 -1.5 -0.1776
O 6.941 -8.461 15.739 0.3 -0.6 0.9 0.0242
C 5.625 -8.672 15.625 0.7 0.0 -0.2 -0.6379
O 4.816 -8.074 16.243 -1.8 1.0 1.2 0.1424
O 5.367 -9.603 14.723 0.4 -0.4 -0.8 0.0144
C 4.005 -9.962 14.468 -0.8 -0.6 0.0 -0.0291
H 8.319 -5.642 16.651 0.6 0.1 -0.2 0.0782
H 6.848 -5.679 15.867 -0.2 -0.2 -0.7 0.0851
H 8.260 -6.475 15.045 0.0 0.0 0.2 0.0757
H 6.667 -7.200 17.534 -0.3 -0.8 -0.2 0.1224
H 8.306 -7.881 17.228 -0.3 -0.7 0.0 0.1189
H 3.972 -10.646 13.620 0.5 0.2 -0.2 0.0768
H 3.294 -9.159 14.271 0.6 0.3 0.2 0.0579
H 3.583 -10.562 15.274 0.2 0.2 0.4 0.0995
C -5.371 -6.459 10.653 1.3 -0.1 0.4 -0.7973
O -5.817 -6.651 11.754 -1.3 -0.4 1.8 0.0219
N -5.379 -5.319 10.009 -0.9 3.0 -0.9 0.1636
N -4.630 -7.336 9.994 0.9 -3.2 -0.5 0.1537
H -5.070 -5.313 9.047 0.0 0.6 0.2 0.0919
H -5.691 -4.515 10.535 0.0 0.0 -0.6 0.1124
H -4.011 -7.107 9.230 -0.3 0.0 -0.3 0.0448
H -4.648 -8.264 10.392 0.2 0.2 -0.3 0.1011
C -2.784 -6.057 6.471 -0.9 0.6 1.0 -0.9540
O -3.397 -6.576 7.360 -1.9 -2.3 3.4 -0.0024
N -1.526 -6.088 6.300 5.7 -1.8 0.5 0.1777
N -3.316 -5.271 5.620 -3.9 3.4 -4.0 0.1270
H -1.109 -5.484 5.606 0.5 0.1 0.0 0.0388
H -0.969 -6.544 7.008 0.2 0.1 -0.3 0.1011
H -2.718 -4.749 4.995 0.1 0.3 -0.3 -0.0144
H -4.224 -4.854 5.766 0.0 -0.4 0.1 0.0844
```
Forces are in eV/Å.

---

Record 2
5 unconnected molecules or ions with the total composition C46H98F2N4O4SSi, computed with wB97M-V/def2-TZVPD.

Results
E_HOMO in eV: -8.01
Charge: 0
Orbital gap in eV: 8.34
Energy in Eh: -3218.5576
LUMO energy in eV: 0.32

```
156
Properties=species:S:1:pos:R:3:forces:R:3:lowdin_charge:R:1
C 6.380 -3.025 1.582 0.3 0.7 -0.9 -0.1048
O 6.597 -2.020 2.616 -1.2 -1.2 0.1 -0.2381
C 5.436 -1.894 3.470 -0.8 0.5 0.5 -0.2233
C 4.149 -1.262 2.741 -0.3 0.6 -0.2 -0.1674
C 3.897 0.302 3.099 -0.1 -1.0 0.4 -0.2042
C 5.200 1.223 2.932 -0.1 -0.1 -0.6 -0.1967
C 5.846 1.151 1.432 -1.2 -0.1 1.6 -0.1833
C 4.803 1.885 0.465 1.0 1.0 -0.5 -0.1889
C 4.986 1.585 -1.102 -1.1 -0.5 -0.3 -0.1915
C 5.528 0.115 -1.461 -0.1 -0.1 -0.3 -0.1879
C 4.851 -0.411 -2.833 0.9 0.3 0.1 -0.1734
C 3.799 -1.600 -2.634 1.4 -0.3 -1.7 -0.2390
O 2.989 -1.514 -1.425 -0.5 1.7 -0.4 -0.3608
S 1.660 -0.498 -1.600 -0.9 0.9 -3.0 1.0471
O 1.777 0.370 -2.829 0.5 -2.2 3.1 -0.3987
O 1.762 0.545 -0.266 -0.5 0.7 -0.7 -0.2627
C 0.496 1.119 0.080 -0.4 0.4 1.6 -0.4830
F -0.313 1.432 -1.048 1.7 -0.7 2.2 0.0348
F 0.787 2.372 0.722 -0.3 -2.4 -1.7 0.0431
C -0.204 0.182 1.164 0.0 0.2 0.9 -0.1220
C -1.347 0.912 2.041 0.5 -0.4 0.2 -0.2458
Si -3.078 0.853 1.219 -0.5 0.4 0.8 0.5398
C -4.348 1.301 2.627 -0.2 -0.1 -0.4 -0.2083
C -3.335 2.180 -0.163 -0.5 -0.6 -0.5 -0.1980
C -3.410 -0.936 0.631 -0.8 -3.5 -1.7 -0.2399
C -3.201 -1.277 -0.873 -1.1 -2.7 1.8 -0.0705
C -3.472 -2.697 -1.420 -0.8 0.6 4.1 -0.0729
C -3.989 -3.786 -0.412 0.8 2.9 1.1 -0.0709
C -4.186 -3.463 1.105 1.0 2.6 -2.2 -0.0701
C -3.904 -2.029 1.613 0.5 -0.7 -3.4 -0.0709
H 5.730 -3.900 1.923 1.0 1.1 -0.2 0.1003
H 7.415 -3.351 1.190 -1.7 0.4 0.9 0.1063
H 5.853 -2.517 0.703 0.5 -0.8 1.0 0.0679
H 5.150 -2.912 3.941 0.6 1.4 -0.8 0.1132
H 5.719 -1.180 4.331 -0.2 -1.2 -1.3 0.1259
H 3.207 -1.843 3.047 1.4 0.8 -0.4 0.1115
H 4.220 -1.328 1.594 0.0 -0.2 1.7 0.0949
H 3.520 0.306 4.193 0.7 0.3 -1.6 0.1141
H 3.003 0.630 2.455 1.4 -0.2 0.9 0.0844
H 5.997 0.911 3.698 -1.2 0.5 -1.1 0.1035
H 4.892 2.315 3.108 0.5 -1.5 0.0 0.1113
H 6.001 0.041 1.226 -0.1 1.6 0.0 0.0763
H 6.865 1.661 1.516 -1.4 -0.6 -0.5 0.1170
H 3.704 1.727 0.757 1.8 -0.1 -0.3 0.0858
H 4.986 3.022 0.598 -0.4 -1.7 -0.1 0.1192
H 3.929 1.662 -1.571 1.7 0.0 0.7 0.0920
H 5.616 2.368 -1.664 -0.8 -1.2 1.1 0.1122
H 5.278 -0.681 -0.660 0.5 1.5 -1.0 0.0863
H 6.674 0.189 -1.598 -1.9 -0.4 0.3 0.1211
H 5.721 -0.824 -3.474 -1.6 0.5 0.7 0.1197
H 4.417 0.512 -3.353 0.4 -1.6 0.6 0.0808
H 3.130 -1.733 -3.568 1.0 0.4 1.6 0.1266
H 4.403 -2.583 -2.566 -1.1 1.5 0.4 0.1386
H 0.616 -0.131 1.917 -1.0 0.6 -1.5 0.1239
H -0.615 -0.803 0.718 0.7 1.7 0.3 0.1245
H -1.398 0.341 3.047 0.0 0.9 -1.6 0.0966
H -1.115 1.998 2.306 0.0 -1.5 -0.4 0.0890
H -5.382 1.166 2.138 1.3 0.2 1.1 0.0420
H -4.225 2.401 2.919 -0.2 -1.6 -0.2 0.0377
H -4.217 0.606 3.534 -0.4 1.2 -1.3 0.0366
H -2.982 3.184 0.255 -0.6 -1.3 -0.9 0.0497
H -2.831 1.900 -1.155 -0.5 0.7 1.5 0.0268
H -4.473 2.170 -0.380 1.8 0.3 0.4 0.0480
H -2.840 -0.465 -1.595 -0.6 -1.3 1.2 0.0874
H -3.326 -2.966 -2.521 -0.2 0.5 1.8 0.0849
H -4.203 -4.847 -0.803 0.4 1.9 0.8 0.0897
H -4.558 -4.251 1.855 0.7 1.3 -1.5 0.0894
H -4.051 -1.722 2.712 0.2 -0.8 -1.9 0.0894
C -8.838 3.153 1.063 0.1 0.0 0.0 -0.0905
C -8.867 4.521 1.735 0.1 -0.1 -0.1 -0.2721
N -7.639 4.869 2.445 0.1 0.0 0.3 -0.1912
C -7.774 6.075 3.261 -0.1 -0.1 0.2 -0.2504
C -8.030 7.398 2.541 0.0 0.3 0.0 -0.0926
C -6.405 4.783 1.671 0.0 -0.2 -0.1 -0.2539
C -6.299 5.654 0.419 0.3 0.1 -0.2 -0.0819
H -8.651 2.359 1.791 0.1 0.1 0.0 0.0772
H -9.803 2.955 0.590 0.1 0.1 0.1 0.0730
H -8.078 3.095 0.280 0.0 0.0 0.1 0.0626
H -9.694 4.505 2.454 0.2 0.2 0.1 0.1177
H -9.123 5.272 0.978 -0.1 0.0 -0.1 0.0958
H -6.883 6.185 3.890 0.0 -0.1 -0.2 0.1115
H -8.595 5.911 3.969 0.0 -0.1 -0.1 0.1083
H -7.123 7.790 2.080 -0.1 0.0 -0.1 0.0537
H -8.365 8.152 3.261 0.0 -0.1 0.0 0.0710
H -8.805 7.317 1.776 0.1 0.0 0.0 0.0666
H -6.252 3.740 1.376 -0.2 0.0 0.0 0.0830
H -5.550 5.001 2.323 -0.3 0.1 0.1 0.1139
H -7.222 5.666 -0.163 0.0 0.0 0.0 0.0701
H -5.510 5.266 -0.232 0.0 0.0 0.0 0.0675
H -6.026 6.681 0.664 -0.1 0.0 -0.1 0.0554
C 2.016 -5.634 7.668 0.0 0.0 0.1 -0.0925
C 3.291 -5.242 6.930 0.0 -0.1 0.1 -0.2741
N 4.472 -5.139 7.781 0.2 0.2 0.1 -0.1929
C 5.620 -4.547 7.095 -0.1 0.2 0.0 -0.2481
C 6.224 -5.317 5.922 0.3 0.0 -0.2 -0.0941
C 4.778 -6.308 8.599 -0.2 0.0 0.2 -0.2490
C 5.034 -7.629 7.871 0.1 -0.3 0.1 -0.0888
H 1.780 -4.917 8.459 0.1 -0.1 0.0 0.0790
H 1.176 -5.652 6.969 0.1 0.0 0.0 0.0725
H 2.086 -6.631 8.110 0.0 0.1 0.0 0.0635
H 3.105 -4.265 6.470 0.3 0.0 0.0 0.1152
H 3.446 -5.951 6.108 -0.1 0.0 -0.1 0.0953
H 6.412 -4.345 7.826 -0.1 -0.1 0.1 0.1131
H 5.320 -3.557 6.730 -0.2 -0.1 0.0 0.1018
H 6.835 -6.154 6.260 -0.1 0.0 -0.1 0.0544
H 6.885 -4.660 5.349 -0.1 0.0 0.0 0.0688
H 5.466 -5.694 5.231 0.0 0.0 0.1 0.0649
H 3.957 -6.462 9.306 -0.1 0.1 -0.1 0.0995
H 5.641 -6.087 9.240 -0.1 0.2 -0.2 0.1155
H 4.336 -7.797 7.050 0.0 0.0 0.0 0.0680
H 4.919 -8.462 8.571 0.0 0.0 0.0 0.0719
H 6.051 -7.684 7.482 -0.1 0.0 -0.1 0.0537
C 3.730 2.881 -5.031 0.0 0.1 0.0 -0.0871
C 4.665 3.443 -6.095 -0.1 0.0 0.2 -0.2676
N 4.770 4.900 -6.095 -0.1 0.2 -0.2 -0.1928
C 5.489 5.421 -7.257 -0.2 -0.1 -0.1 -0.2512
C 6.968 5.065 -7.398 0.3 0.1 -0.1 -0.0936
C 5.125 5.517 -4.821 -0.2 -0.1 0.2 -0.2474
C 6.458 5.110 -4.190 0.2 0.1 0.2 -0.0891
H 2.717 3.274 -5.147 0.1 0.0 0.1 0.0848
H 3.680 1.792 -5.124 0.0 0.1 0.0 0.0645
H 4.078 3.101 -4.019 -0.1 0.0 0.0 0.0555
H 4.275 3.120 -7.066 0.2 0.2 0.0 0.1180
H 5.648 2.968 -5.978 0.1 -0.1 0.0 0.0956
H 5.387 6.512 -7.284 -0.1 -0.1 0.2 0.1112
H 4.970 5.071 -8.158 -0.1 -0.1 0.2 0.1080
H 7.592 5.653 -6.726 0.0 -0.1 0.0 0.0532
H 7.307 5.289 -8.415 -0.1 0.0 0.0 0.0705
H 7.164 4.005 -7.220 0.0 0.1 0.0 0.0660
H 4.329 5.309 -4.101 0.0 -0.1 -0.1 0.1008
H 5.107 6.608 -4.930 0.0 -0.2 -0.2 0.1152
H 6.646 4.037 -4.263 0.0 0.0 0.0 0.0653
H 6.453 5.366 -3.126 0.0 0.0 0.0 0.0708
H 7.296 5.643 -4.637 0.0 -0.1 0.0 0.0529
C -6.877 -2.986 -2.706 0.0 0.0 -0.1 -0.0929
C -7.711 -3.075 -3.979 0.1 0.0 0.1 -0.2699
N -7.132 -2.384 -5.127 -0.1 0.2 -0.2 -0.1918
C -8.049 -2.294 -6.262 -0.1 0.2 0.1 -0.2504
C -8.471 -3.596 -6.942 -0.1 -0.1 -0.2 -0.0932
C -5.760 -2.747 -5.469 0.1 0.1 0.2 -0.2474
C -5.486 -4.211 -5.817 0.2 -0.1 -0.1 -0.0879
H -6.720 -1.946 -2.408 0.1 -0.1 -0.1 0.0825
H -7.397 -3.495 -1.889 0.0 0.0 -0.1 0.0766
H -5.904 -3.469 -2.816 -0.1 0.1 0.0 0.0393
H -8.685 -2.627 -3.755 0.0 0.0 -0.3 0.1178
H -7.897 -4.135 -4.197 -0.1 -0.1 0.0 0.0957
H -7.621 -1.626 -7.019 0.1 -0.1 0.1 0.1116
H -8.957 -1.782 -5.921 0.1 -0.1 0.2 0.1085
H -7.685 -3.989 -7.586 0.0 -0.1 0.1 0.0534
H -9.338 -3.413 -7.585 0.0 0.0 0.1 0.0710
H -8.758 -4.370 -6.227 0.0 0.1 0.0 0.0663
H -5.109 -2.467 -4.635 -0.2 0.0 0.1 0.0904
H -5.415 -2.118 -6.299 -0.3 0.0 0.1 0.1161
H -6.006 -4.904 -5.154 0.0 0.0 0.0 0.0683
H -4.415 -4.416 -5.725 0.0 0.0 0.0 0.0702
H -5.761 -4.439 -6.847 -0.1 -0.1 0.1 0.0538
```
Forces are in eV/Å.